(1)
{"formula": "C4H12", "method": "wB97M-V/def2-TZVPD", "elements": ["C", "C", "H", "H", "H", "H", "H", "H", "C", "C", "H", "H", "H", "H", "H", "H"], "coordinates": [[-2.4318, 0.9713, -0.2917], [-2.1654, -0.5124, -0.3136], [-3.4641, 1.2658, -0.1799], [-2.1111, 1.6391, 0.5617], [-1.9322, 1.5941, -1.0679], [-1.4126, -0.9468, 0.3517], [-1.9084, -0.7331, -1.3461], [-3.0856, -0.9084, 0.1368], [2.3140, -0.7847, -0.2530], [2.2867, 0.3020, 0.7995], [2.1628, -1.8480, 0.1269], [1.5904, -0.7255, -1.0580], [3.3847, -0.9208, -0.4877], [2.0622, 1.2612, 0.3221], [3.1727, 0.3167, 1.4454], [1.5689, 0.2078, 1.6517]], "energy_ev": -4341.359, "homo_lumo_gap_ev": 12.2, "e_above_lowest_kcal_mol": 26.96, "smiles": "CC.CC", "e_homo_ev": -11.1}

(2)
{"formula": "C4H13N3O", "method": "wB97M-V/def2-TZVPD", "elements": ["C", "N", "C", "N", "C", "C", "O", "N", "H", "H", "H", "H", "H", "H", "H", "H", "H", "H", "H", "H", "H"], "coordinates": [[0.5955, -0.2603, 1.2245], [0.0251, 0.5464, 0.0866], [-1.3200, 1.2059, 0.5182], [-2.0817, 1.8397, -0.5671], [0.5139, -1.6285, 1.3443], [-0.1242, -2.5514, 0.4135], [-0.1146, 2.8468, -1.6244], [2.4085, -1.4162, -0.8536], [1.7547, -2.1027, -0.4237], [0.8072, 0.4004, 2.0555], [0.4890, 1.2418, -0.4864], [-1.9844, 0.5762, 1.1169], [-0.8974, 2.0215, 1.1061], [-3.0320, 1.4763, -0.6456], [-1.5126, 2.2283, -1.3752], [0.9902, -2.1544, 2.2039], [-0.1408, -3.6344, 0.7206], [-0.5228, -2.3620, -0.5651], [-0.0187, 3.5136, -2.3126], [1.9918, -1.1423, -1.7415], [2.1731, -0.6449, -0.1949]], "energy_ev": -10869.054, "homo_lumo_gap_ev": 3.9, "e_above_lowest_kcal_mol": 198.86, "e_homo_ev": -7.5}

(3)
{"formula": "C19H35BNO11Ti", "method": "wB97M-V/def2-TZVPD", "elements": ["Ti", "O", "C", "O", "B", "O", "C", "O", "O", "C", "O", "C", "O", "O", "C", "C", "C", "O", "H", "H", "H", "H", "H", "H", "H", "H", "C", "C", "C", "O", "H", "H", "H", "H", "H", "H", "H", "H", "C", "C", "C", "C", "C", "C", "N", "O", "C", "C", "C", "H", "H", "H", "H", "H", "H", "H", "H", "H", "H", "H", "H", "H", "H", "H", "H", "H", "H", "H"], "coordinates": [[-0.5796, 0.0677, -1.4702], [0.3143, 3.4345, -1.5617], [1.5336, 3.1802, -1.7363], [2.6223, 3.9689, -1.6026], [3.8155, 3.2127, -1.9517], [3.3501, 1.8581, -2.3266], [2.0085, 1.8320, -2.3516], [1.2283, 0.8396, -2.5392], [4.6059, 3.1441, -0.6966], [5.6860, 3.8961, -0.8347], [6.5315, 4.1988, 0.0321], [5.8345, 4.2593, -2.3566], [4.7310, 3.8580, -2.9602], [6.7942, 4.7945, -2.9898], [-4.8573, -0.0118, -2.2177], [-3.3573, 0.1358, -2.4119], [-2.9213, 0.9062, -3.6263], [-2.8862, 0.6242, -1.1479], [-5.0174, -0.8819, -1.5811], [-5.3820, -0.3089, -3.1257], [-5.3771, 0.8951, -1.9087], [-3.0281, -0.8926, -2.5603], [-3.3354, 0.5178, -4.5568], [-1.8336, 0.9187, -3.6954], [-3.1857, 1.9632, -3.5944], [-3.6848, 0.8997, -0.6918], [1.7624, -2.7925, -3.1754], [0.2548, -2.8402, -2.6757], [0.0565, -3.0973, -1.1859], [-0.3473, -1.5696, -2.9236], [2.1218, -1.9671, -2.5608], [1.9717, -2.5187, -4.2095], [2.3404, -3.6250, -2.7742], [-0.3256, -3.5992, -3.2002], [0.0948, -4.1780, -1.0487], [-0.8433, -2.6649, -0.7484], [0.8240, -2.5698, -0.6196], [-0.2656, -1.5412, -3.8797], [-0.8667, -3.1944, 2.4471], [-0.7633, -1.7048, 3.0298], [0.4372, -1.7091, 3.9630], [1.0216, -0.3372, 4.3928], [1.1066, 0.6423, 3.1968], [-0.0987, 0.5913, 2.2569], [-0.6024, -0.7759, 1.8918], [-1.6509, -0.7711, 1.0845], [-1.1913, 1.5862, 2.7517], [0.5912, 1.1555, 0.9031], [-2.0792, -1.4458, 3.8291], [0.0825, -3.3241, 1.9271], [-1.6590, -3.3015, 1.7062], [-0.9249, -3.8525, 3.3140], [0.2331, -2.1534, 4.9372], [1.2359, -2.3040, 3.5200], [1.9393, -0.2537, 4.9750], [0.3476, 0.1874, 5.0700], [1.9909, 0.2370, 2.7050], [1.3477, 1.6589, 3.5075], [-1.9106, 1.7424, 1.9478], [-1.8234, 1.3091, 3.5954], [-0.6996, 2.5128, 3.0480], [-0.1555, 1.6750, 0.3026], [1.2659, 1.9861, 1.1102], [1.0291, 0.3186, 0.3590], [-2.4084, -2.3458, 4.3483], [-2.9150, -1.2159, 3.1683], [-1.7385, -0.6694, 4.5141], [-2.3955, -0.5905, 1.6628]], "energy_ev": -68074.660, "homo_lumo_gap_ev": [5.3, 8.8], "e_above_lowest_kcal_mol": 57.18, "e_homo_ev": [-5.6, -9.1], "multiplicity": 4}

(4)
{"formula": "C25H33CaF10NO2S", "method": "wB97M-V/def2-TZVPD", "elements": ["C", "C", "C", "F", "O", "C", "C", "C", "C", "C", "C", "C", "N", "C", "C", "C", "C", "C", "S", "C", "C", "C", "C", "C", "O", "C", "C", "F", "F", "C", "F", "F", "C", "F", "F", "C", "F", "F", "F", "H", "H", "H", "H", "H", "H", "H", "H", "H", "H", "H", "H", "H", "H", "H", "H", "H", "H", "H", "H", "H", "H", "H", "H", "H", "H", "H", "H", "H", "H", "H", "H", "H", "Ca"], "coordinates": [[-3.0647, 2.4717, 3.4411], [-2.6053, 2.3829, 2.1898], [-2.9591, 1.2199, 1.2864], [-3.6694, 0.3147, 2.0256], [-1.8819, 0.6600, 0.6463], [-0.6700, 0.2310, 1.2823], [-0.8138, -0.2173, 2.7158], [-0.4845, 0.4597, 3.7977], [0.3428, 1.3639, 1.0927], [1.7820, 1.0805, 1.5040], [2.6587, 2.3008, 1.1817], [4.1338, 1.9950, 1.4494], [4.5429, 0.7018, 0.8448], [5.0393, -0.3179, 1.6401], [5.2567, -1.3876, 0.7731], [4.9001, -0.9817, -0.5337], [4.4592, 0.3357, -0.4718], [-0.2536, -1.0745, 0.4442], [0.9170, -2.1229, 1.4103], [0.3621, -0.6989, -0.9130], [0.6294, -1.8720, -1.8588], [1.7111, -1.5657, -2.9176], [1.1945, -1.2174, -4.3300], [-0.1257, -0.4518, -4.3621], [-1.4698, -1.7236, 0.1716], [-1.6047, -3.1300, 0.3125], [-3.9203, 1.7277, 0.1420], [-4.5742, 2.8110, 0.6236], [-3.1913, 2.1559, -0.9110], [-5.0543, 0.7966, -0.3707], [-5.6839, 1.4887, -1.3527], [-5.9517, 0.5973, 0.6073], [-4.7123, -0.5837, -0.9931], [-4.1672, -1.4046, -0.0818], [-5.8943, -1.1198, -1.3647], [-3.8290, -0.6101, -2.2731], [-4.3342, 0.1470, -3.2407], [-3.7915, -1.8814, -2.7029], [-2.5710, -0.2296, -2.0249], [-2.4165, 2.7806, 4.2537], [-4.0892, 2.2145, 3.6843], [-2.0166, 3.1844, 1.7549], [-1.2911, -1.1830, 2.8503], [0.0318, 1.4114, 3.7664], [-0.7601, 0.0868, 4.7743], [0.0103, 2.2332, 1.6633], [0.3258, 1.6842, 0.0502], [2.1989, 0.2318, 0.9686], [1.8876, 0.8816, 2.5722], [2.3777, 3.1286, 1.8338], [2.5369, 2.6168, 0.1431], [4.7743, 2.8210, 1.0965], [4.2953, 1.8916, 2.5235], [5.1812, -0.2625, 2.7103], [5.5970, -2.3565, 1.1059], [4.9122, -1.5984, -1.4184], [4.0895, 0.9855, -1.2496], [1.9516, -2.0533, 0.5629], [1.2908, -0.1337, -0.7930], [-0.3573, -0.0294, -1.3881], [0.9576, -2.7535, -1.3064], [-0.3006, -2.1653, -2.3439], [2.3410, -2.4532, -3.0130], [2.3420, -0.7388, -2.5638], [1.9481, -0.5926, -4.8159], [1.1210, -2.1314, -4.9187], [-0.1335, 0.3780, -3.6531], [-0.9669, -1.1044, -4.1312], [-0.3147, -0.0420, -5.3530], [-2.5886, -3.3642, -0.0878], [-1.5984, -3.4447, 1.3574], [-0.8730, -3.6926, -0.2658], [6.8839, 0.9179, 0.7499]], "energy_ev": -88475.204, "homo_lumo_gap_ev": 3.5, "e_homo_ev": -12.7, "total_charge": 2}

(5)
{"formula": "C21H41F5NO8P2", "method": "wB97M-V/def2-TZVPD", "elements": ["N", "P", "P", "C", "O", "O", "C", "F", "F", "C", "C", "C", "C", "C", "C", "F", "F", "F", "C", "H", "H", "H", "H", "H", "H", "H", "H", "H", "H", "H", "H", "H", "C", "O", "C", "C", "O", "C", "C", "O", "C", "H", "H", "H", "H", "H", "H", "H", "H", "H", "H", "H", "H", "H", "H", "C", "O", "C", "C", "O", "C", "C", "O", "C", "H", "H", "H", "H", "H", "H", "H", "H", "H", "H", "H", "H", "H", "H"], "coordinates": [[0.8796, 5.8784, 0.0669], [0.8725, 4.2742, -0.1445], [-1.0863, 3.7562, -1.1680], [-1.5408, 2.4270, 0.1358], [-2.5046, 1.4405, -0.3360], [-3.1022, 0.8405, 0.7617], [-0.2605, 2.5214, -2.3929], [0.7621, 3.1916, -3.1199], [-1.2317, 2.1958, -3.3800], [0.3078, 1.1951, -1.8391], [-0.4230, -0.0529, -2.1726], [0.0560, -1.3704, -1.7250], [1.2658, -1.5287, -0.8955], [1.9943, -0.2937, -0.5741], [3.2828, -0.4488, 0.2966], [4.0043, -1.5320, -0.1691], [2.9551, -0.6821, 1.6230], [4.0405, 0.6871, 0.1766], [1.5226, 1.0154, -1.0542], [0.0173, 6.2569, -0.3406], [0.9726, 3.6770, 1.1550], [2.0174, 3.9863, -0.9516], [-0.7720, 4.8299, -2.1137], [-1.6804, 4.7671, -0.3222], [-2.3878, 3.6058, -1.8076], [-0.6652, 1.9467, 0.6716], [-2.1011, 2.9774, 0.9560], [-2.3964, 0.2595, 1.1204], [-1.3634, -0.0654, -2.7670], [-0.4746, -2.3173, -1.9900], [1.6059, -2.5354, -0.5564], [2.1555, 1.8899, -0.7913], [-6.4232, -0.2451, 0.6602], [-7.0000, 0.9233, 0.1178], [-6.1572, 2.0600, 0.2865], [-6.6548, 3.2175, -0.5627], [-6.2307, 3.1350, -1.9209], [-6.9185, 2.1859, -2.7263], [-8.3093, 2.6472, -3.1317], [-9.2431, 2.3896, -2.0893], [-10.4581, 3.0768, -2.2875], [-6.2285, -0.1205, 1.7313], [-7.1271, -1.0672, 0.5229], [-5.4935, -0.4911, 0.1385], [-5.1312, 1.8096, 0.0033], [-6.1862, 2.3457, 1.3465], [-6.2036, 4.1352, -0.1773], [-7.7385, 3.3357, -0.4941], [-6.9381, 1.2036, -2.2500], [-6.3173, 2.0931, -3.6347], [-8.6350, 2.0876, -4.0187], [-8.2898, 3.7186, -3.3626], [-10.2931, 4.1598, -2.2589], [-11.1355, 2.8096, -1.4760], [-10.9165, 2.7906, -3.2410], [6.5102, -3.5370, -0.7403], [7.0158, -3.6202, 0.5759], [6.3742, -2.7006, 1.4523], [6.7149, -3.0221, 2.8974], [5.9086, -4.0661, 3.4411], [6.2405, -5.3849, 3.0184], [7.4927, -5.9258, 3.6890], [8.6561, -5.4535, 3.0219], [9.8246, -5.6641, 3.7844], [6.6467, -2.5290, -1.1457], [7.0605, -4.2443, -1.3612], [5.4495, -3.8073, -0.7613], [5.2912, -2.7439, 1.3117], [6.7362, -1.6936, 1.2070], [6.4865, -2.1400, 3.5008], [7.7776, -3.2363, 3.0268], [6.3023, -5.4472, 1.9302], [5.3969, -6.0063, 3.3308], [7.4937, -7.0222, 3.6291], [7.5108, -5.6175, 4.7408], [9.7802, -5.0904, 4.7168], [10.6768, -5.3122, 3.2031], [9.9600, -6.7291, 4.0033]], "energy_ev": -72467.592, "homo_lumo_gap_ev": 6.5, "e_homo_ev": -4.4, "total_charge": -1}

(6)
{"formula": "C11H25LiNO8", "method": "wB97M-V/def2-TZVPD", "elements": ["Li", "C", "O", "H", "H", "H", "C", "C", "N", "C", "C", "C", "C", "C", "O", "C", "H", "H", "H", "H", "H", "H", "H", "H", "H", "H", "H", "H", "H", "H", "H", "H", "H", "H", "H", "H", "O", "C", "O", "O", "H", "O", "C", "O", "O", "H"], "coordinates": [[-4.3327, -1.1122, 2.2954], [-3.1457, 3.4458, 3.5581], [-2.6928, 2.3339, 2.8786], [-3.0402, 3.3286, 4.6366], [-2.5425, 4.3192, 3.3100], [-4.2147, 3.5770, 3.3904], [4.5258, -1.6014, -1.9771], [3.0729, -1.0956, -2.2443], [2.6240, 0.1271, -1.5239], [1.1019, 0.3664, -1.6742], [2.7234, -0.0964, -0.0111], [1.8967, -1.2654, 0.5379], [3.5313, 1.3889, -1.9376], [3.1605, 2.7671, -1.2460], [1.9336, 3.2195, -1.8711], [1.3202, 4.1503, -0.9322], [5.2165, -0.8458, -2.3512], [4.8449, -2.5194, -2.4708], [4.7155, -1.7854, -0.9197], [2.3576, -1.8859, -2.0166], [3.0726, -0.7847, -3.2890], [1.2684, 0.7408, -2.6842], [0.8558, 1.2179, -1.0397], [0.4770, -0.5248, -1.6161], [2.3011, 0.8142, 0.4139], [3.7665, -0.3093, 0.2226], [0.8097, -1.2060, 0.4826], [2.1036, -1.4300, 1.5954], [2.0275, -2.2407, 0.0691], [3.6146, 1.5350, -3.0145], [4.5474, 1.2319, -1.5757], [3.9601, 3.4511, -1.5306], [3.0753, 2.5434, -0.1826], [1.9716, 4.8918, -0.4696], [0.8510, 3.5307, -0.1680], [0.5661, 4.7145, -1.4809], [-4.3358, -4.3059, -2.8167], [-4.9679, -3.7789, -1.7462], [-6.0025, -3.1155, -1.9116], [-4.3364, -3.7150, -0.7221], [-3.5045, -4.6695, -2.5033], [-7.6781, -3.8923, 5.3609], [-6.7399, -3.0325, 4.9707], [-7.1378, -2.0331, 4.2792], [-5.5002, -3.1823, 5.1426], [-8.1214, -3.2670, 4.7828]], "energy_ev": -29881.295, "homo_lumo_gap_ev": 3.4, "e_above_lowest_kcal_mol": 195.64, "e_homo_ev": -3.0, "total_charge": -1}

(7)
{"formula": "C3H5NO", "method": "wB97M-V/def2-TZVPD", "elements": ["C", "C", "C", "N", "O", "H", "H", "H", "H", "H"], "coordinates": [[-0.8576, 0.1521, -0.3123], [-2.2335, 0.5101, -0.0116], [1.9178, -0.2835, 0.1257], [-1.5226, -0.8103, -0.6135], [1.3571, 0.6995, -0.4978], [-2.4509, 0.5770, 1.0464], [-2.7893, 1.0764, -0.6636], [1.6841, -1.3096, -0.3528], [1.9510, -0.3691, 1.3178], [2.9440, -0.2426, -0.0382]], "energy_ev": -6722.281, "homo_lumo_gap_ev": [7.3, 7.3], "e_above_lowest_kcal_mol": 168.15, "e_homo_ev": [-9.3, -9.3]}

(8)
{"formula": "CH4Cl2O2SSi", "method": "wB97M-V/def2-TZVPD", "elements": ["C", "O", "O", "Si", "S", "Cl", "Cl", "H", "H", "H", "H"], "coordinates": [[-1.8322, 0.2393, -0.3459], [-0.4101, 2.2269, -1.1787], [0.9069, 0.3709, 1.3650], [1.8018, -0.7349, 0.7527], [-0.9056, 1.7077, 0.0561], [3.4969, -0.0631, -0.1563], [0.7333, -1.6737, -0.8003], [-2.5036, -0.0104, 0.4663], [-2.3605, 0.3667, -1.2860], [-1.1028, -0.5790, -0.4745], [2.1760, -1.8504, 1.6016]], "energy_ev": -48955.566, "homo_lumo_gap_ev": [7.3, 7.3], "e_above_lowest_kcal_mol": 10.93, "e_homo_ev": [-10.4, -10.4]}

(9)
{"formula": "C11H15N", "method": "wB97M-V/def2-TZVPD", "elements": ["C", "C", "C", "N", "C", "C", "C", "C", "C", "C", "H", "H", "H", "H", "H", "H", "H", "H", "H", "C", "C", "H", "H", "H", "H", "H", "H"], "coordinates": [[2.4329, -0.0058, -0.5493], [1.2599, -0.7694, -0.0710], [1.1878, -1.5326, 1.0953], [-0.1196, -1.9443, 1.3724], [-0.9325, -1.3641, 0.3920], [-2.3047, -1.5234, 0.2336], [-2.7962, -0.9632, -0.9772], [-2.0294, -0.2389, -1.9117], [-0.6864, -0.0832, -1.6378], [-0.1102, -0.6355, -0.4970], [2.7813, 0.7980, 0.1468], [2.4113, 0.4674, -1.5067], [3.2866, -0.6956, -0.5383], [2.0129, -1.8303, 1.6934], [-0.5381, -2.3185, 2.1923], [-3.0313, -2.0317, 0.8647], [-3.8535, -1.1495, -1.0280], [-2.4491, 0.1429, -2.8319], [-0.0203, 0.6526, -2.1406], [1.7190, 3.6263, 1.6067], [1.0125, 3.3626, 0.2471], [2.1110, 2.6602, 1.9590], [2.5671, 4.3307, 1.4892], [0.9792, 4.0511, 2.3130], [1.2124, 4.0453, -0.5663], [-0.0677, 3.4289, 0.4867], [1.2469, 2.3048, -0.0508]], "energy_ev": -13139.789, "homo_lumo_gap_ev": 8.6, "e_above_lowest_kcal_mol": 23.12, "smiles": "Cc1c[nH]c2ccccc12.CC", "e_homo_ev": -7.7}

(10)
{"formula": "C25H24F5IN2O2PtS", "method": "wB97M-V/def2-TZVPD", "elements": ["Pt", "I", "C", "C", "C", "C", "C", "N", "H", "H", "H", "H", "F", "C", "C", "F", "C", "F", "C", "S", "C", "F", "C", "F", "C", "C", "C", "C", "C", "C", "C", "C", "C", "C", "O", "O", "H", "H", "H", "H", "H", "H", "H", "H", "H", "H", "H", "C", "C", "C", "C", "N", "H", "H", "H", "H", "H", "H", "H", "H", "H"], "coordinates": [[-0.7248, 0.8409, -0.3780], [-0.2863, -0.6681, 3.3129], [-1.6786, -1.2150, 1.8212], [-2.2029, -2.4892, 1.8541], [-3.2780, -2.7802, 1.0175], [-3.8319, -1.7330, 0.2719], [-3.2154, -0.5030, 0.2877], [-2.0846, -0.2468, 0.9910], [-1.7838, -3.2294, 2.5225], [-3.6802, -3.7847, 0.9664], [-4.7153, -1.8781, -0.3377], [-3.5620, 0.3503, -0.2860], [2.1457, 7.3239, -0.3034], [1.8500, 6.0441, -0.6166], [1.4750, 5.1442, 0.3648], [1.4171, 5.5631, 1.6432], [1.1888, 3.8298, 0.0472], [0.8897, 3.0261, 1.0656], [1.2400, 3.3415, -1.2669], [0.9164, 1.6999, -1.7502], [1.6386, 4.2841, -2.2225], [1.7195, 3.9358, -3.5195], [1.9374, 5.5984, -1.9198], [2.3028, 6.4584, -2.8936], [3.2958, -5.7970, 3.2486], [2.7835, -4.7178, 2.3294], [1.7282, -4.9606, 1.4593], [1.2681, -3.9809, 0.5842], [0.1282, -4.2507, -0.3602], [1.8782, -2.7285, 0.5830], [2.9360, -2.4610, 1.4510], [3.5682, -1.0967, 1.4504], [3.3747, -3.4597, 2.3129], [1.3950, -1.6514, -0.3825], [1.9163, -1.6189, -1.4977], [0.4739, -0.9357, 0.1083], [2.5569, -6.5906, 3.3717], [3.5302, -5.3976, 4.2374], [4.2090, -6.2539, 2.8560], [1.2484, -5.9363, 1.4621], [-0.2832, -5.2505, -0.2079], [0.4646, -4.1574, -1.3949], [-0.6670, -3.5156, -0.2207], [2.8738, -0.3573, 1.8536], [3.8026, -0.7848, 0.4314], [4.4822, -1.0850, 2.0470], [4.1953, -3.2474, 2.9937], [-4.0505, 3.0272, -1.4575], [-2.5538, 2.7618, -1.7377], [-1.9286, 4.1174, -2.1410], [-2.4602, 1.8120, -2.9527], [-1.9866, 2.2803, -0.5060], [-4.5003, 3.6387, -2.2502], [-4.1488, 3.5443, -0.5020], [-4.6048, 2.0868, -1.3972], [-2.3997, 4.5378, -3.0396], [-0.8648, 3.9850, -2.3394], [-2.0382, 4.8241, -1.3151], [-3.2186, 2.0585, -3.7082], [-2.6076, 0.7809, -2.6250], [-1.4736, 1.8675, -3.4161]], "energy_ev": -69158.717, "homo_lumo_gap_ev": [3.3, 3.3], "e_above_lowest_kcal_mol": 0.00, "e_homo_ev": [0.7, 0.7], "total_charge": -2}